Formula: C4H8O4
Source: the OMol25 dataset
Level of theory: ωB97M-V with the def2-TZVPD basis set

Each atom is followed by the atoms it is bonded to, with distances in Å.
Positions of all 16 atoms, in Å:
1 O 0.344 1.579 -0.371  C2 1.181
2 C 0.618 0.590 -0.954  O1 1.181, O3 1.364, C4 1.490
3 O 1.520 0.622 -1.977  C2 1.364, H8 0.916
4 C 0.173 -0.826 -0.820  C2 1.490, C5 1.493, H9 1.106, H10 1.161
5 C -1.299 -1.080 -0.802  C4 1.493, C6 1.456, H11 1.192, H12 1.092
6 C -2.230 -0.955 0.310  C5 1.456, O7 1.224, H13 1.047
7 O -1.891 -1.072 1.481  C6 1.224
8 H 1.832 1.476 -2.093  O3 0.916
9 H 0.785 -1.396 -1.543  C4 1.106
10 H 0.490 -1.157 0.247  C4 1.161
11 H -1.525 -2.246 -0.912  C5 1.192
12 H -1.659 -0.524 -1.670  C5 1.092
13 H -3.236 -0.667 0.252  C6 1.047
14 H 2.176 2.702 3.346  O16 1.011
15 H 1.606 1.196 2.505  O16 1.018
16 O 2.295 1.760 2.998  H14 1.011, H15 1.018

The electronic energy is -458.12452 hartree. Its SMILES is O=CCCC(=O)O.O. As for the frontier orbital gap: 10.672 eV. The LUMO energy is 0.5 eV.